(1)
Molecular formula: C25H54BO19PS2
Method: DFT, ωB97M-V with the def2-TZVPD basis set

Computed properties:
HOMO-LUMO gap	9.49	eV
E	-3577.36972	Ha
E_LUMO	-0.01	eV
HOMO energy	-9.5	eV

```
102
C25H54BO19PS2 (ωB97M-V with the def2-TZVPD basis set)
C -6.72397 0.96710 -2.95916
O -5.67707 0.36965 -3.72872
B -4.43276 0.40230 -3.20738
O -3.94472 1.38442 -2.37630
O -3.58545 -0.67766 -3.54456
S -2.39009 -0.90068 -2.49063
O -1.16362 -0.59368 -3.15799
O -2.49892 -2.58726 -2.55237
P -2.40165 -3.31365 -1.12199
O -3.68737 -2.90515 -0.28234
O -1.22259 -2.50024 -0.39303
S -2.04244 -5.18277 -1.22310
H -6.65448 0.69602 -1.90801
H -7.66379 0.58388 -3.34421
H -6.72066 2.05010 -3.05545
H -3.51065 2.09907 -2.86165
H -3.60552 -1.99983 0.05090
H -0.50924 -3.13866 -0.25066
O -2.84357 3.79698 -1.74506
C -2.91799 3.59399 -0.55978
O -4.07765 3.84783 0.06430
C -4.25095 3.55283 1.45857
C -3.71517 4.67721 2.31424
C -1.73182 3.11130 0.24229
H -3.79345 2.59523 1.70505
H -5.32457 3.43647 1.59724
H -2.65025 4.81378 2.15740
H -3.87409 4.47181 3.37113
H -4.21697 5.61102 2.05411
H -1.11497 3.96468 0.52146
H -1.14663 2.44941 -0.39264
H -1.99238 2.57024 1.14500
O -1.14915 3.58510 3.53835
C -0.24300 4.03238 4.19544
O -0.55003 4.73191 5.29996
C 0.44577 5.20507 6.21696
C 1.03983 6.52652 5.77756
C 1.19683 3.89250 3.76519
H 1.20799 4.44227 6.37888
H -0.08714 5.32554 7.15843
H 1.56386 6.44173 4.82558
H 1.74538 6.88884 6.52542
H 0.25144 7.26843 5.65327
H 1.42293 4.67687 3.04191
H 1.31302 2.92296 3.28287
H 1.91657 3.94850 4.57695
O 1.71124 0.20004 2.98121
C 0.99981 -0.58529 3.54517
O 1.08120 -1.88639 3.20899
C 0.38333 -2.92102 3.91385
C -1.04433 -3.05626 3.43009
C -0.03039 -0.13367 4.55635
H 0.44200 -2.76339 4.99176
H 0.94478 -3.82731 3.69634
H -1.61696 -2.14838 3.62117
H -1.54576 -3.88769 3.92494
H -1.05617 -3.22747 2.35393
H -0.91652 0.20261 4.01887
H 0.38200 0.71151 5.10131
H -0.31902 -0.89411 5.27715
O 2.05810 7.21591 2.25613
C 1.93464 6.88352 1.10838
O 2.95294 6.23081 0.51649
C 2.85076 5.64578 -0.78760
C 3.11793 6.65030 -1.88793
C 0.69650 7.22245 0.30948
H 1.88861 5.14663 -0.90963
H 3.61261 4.86878 -0.79701
H 2.37846 7.45103 -1.89200
H 3.09506 6.15888 -2.86054
H 4.09822 7.10557 -1.74890
H 0.78611 8.23701 -0.07587
H -0.15360 7.17972 0.98591
H 0.50470 6.54338 -0.51726
O 1.32529 -7.26827 -1.40774
C 1.08711 -7.66219 -2.51965
O 2.06449 -8.28438 -3.19776
C 1.87107 -8.91451 -4.47230
C 1.94670 -7.90443 -5.59545
C -0.23973 -7.39567 -3.18857
H 0.94663 -9.49518 -4.48695
H 2.69344 -9.62407 -4.54351
H 1.13874 -7.17511 -5.52798
H 1.88592 -8.39387 -6.56813
H 2.88206 -7.35829 -5.50692
H -0.21613 -6.39081 -3.60748
H -1.01481 -7.43891 -2.43194
H -0.49963 -8.10198 -3.97354
O 4.69576 -6.24224 -4.76363
C 4.49830 -5.64897 -3.73754
O 3.27017 -5.13935 -3.52991
C 2.85351 -4.58442 -2.27620
C 3.25466 -3.13142 -2.13218
C 5.58879 -5.42539 -2.71757
H 3.20985 -5.20060 -1.45059
H 1.76870 -4.67474 -2.28704
H 4.33814 -3.00904 -2.13531
H 2.86665 -2.72456 -1.19797
H 2.85286 -2.54753 -2.96022
H 6.17212 -4.55716 -3.02262
H 6.23504 -6.29884 -2.72229
H 5.22912 -5.27252 -1.70376
```

Löwdin atomic charge list, values in e, 6 entries: C -0.04; O 0.09; B -0.84; O 0.14; O -0.07; S 0.94



(2)
Molecular formula: C25H54F3NO15P2S2Si2
Method: DFT, ωB97M-V with the def2-TZVPD basis set

Computed properties:
HOMO-LUMO gap	8.41	eV
E	-4526.15474	Ha
ΔE to the lowest compared entry with this formula, charge and spin	0.0	kJ/mol
E_LUMO	-0.08	eV
HOMO energy	-8.5	eV

```
104
C25H54F3NO15P2S2Si2 (ωB97M-V with the def2-TZVPD basis set)
N -1.22930 0.23840 8.36761
P 0.02491 0.36116 7.42075
Si -0.50262 -0.37638 5.31958
C 0.69087 0.41362 4.11516
C 0.42000 -0.21657 2.75977
C -0.78293 0.19676 2.04715
O -0.63233 -1.14762 2.75569
O -2.08728 -0.01035 5.13932
Si -2.85811 1.41938 5.39684
S -4.10119 1.70281 3.69841
C -3.87547 1.36950 6.98328
O -5.02553 2.24824 6.83110
C -5.05934 3.30357 7.63502
F -4.92023 2.99532 8.93600
F -4.08020 4.19881 7.34950
F -6.23881 3.92102 7.47656
P -0.23124 -2.64036 5.39436
O 0.29177 -3.03922 6.87708
O 1.03145 -2.96988 4.42925
S -1.81418 -3.58234 4.92431
H -1.10115 -0.33160 9.19181
H 1.20239 -0.32741 7.79771
H 0.49418 1.68958 7.27866
H 1.71901 0.18321 4.40890
H 0.58357 1.49714 4.05123
H 1.29044 -0.42055 2.14910
H -0.95296 -0.07538 1.01663
H -1.59717 0.70384 2.54974
H -1.86433 2.52303 5.46168
H -4.32433 2.99643 3.96324
H -3.28022 1.63314 7.85437
H -4.25268 0.36134 7.15398
H 1.15844 -2.68370 7.10747
H 1.85136 -2.53013 4.68394
O 2.87490 -3.74880 0.58109
C 2.22609 -4.73715 0.81269
O 2.07003 -5.63817 -0.17538
C 1.42872 -6.90226 0.04500
C -0.07842 -6.80623 -0.05598
C 1.54684 -4.92884 2.14638
H 1.74725 -7.32936 0.99600
H 1.82447 -7.54165 -0.74223
H -0.49280 -6.15703 0.71506
H -0.52438 -7.79502 0.05417
H -0.36321 -6.40152 -1.02701
H 0.59578 -4.39618 2.13531
H 2.18505 -4.46789 2.89152
H 1.37012 -5.96191 2.43261
O 2.84659 0.75209 1.12864
C 2.89888 0.44908 -0.04020
O 3.28776 1.38910 -0.91359
C 3.51144 1.09683 -2.30789
C 2.22781 1.16968 -3.10440
C 2.47080 -0.91397 -0.52554
H 4.01770 0.14381 -2.42450
H 4.20636 1.86472 -2.63865
H 1.50931 0.41578 -2.78025
H 2.44382 1.01078 -4.16067
H 1.76358 2.14896 -2.98373
H 1.38557 -0.90790 -0.64149
H 2.74191 -1.65815 0.21709
H 2.92070 -1.21052 -1.46854
O 4.96749 -0.20433 -4.55546
C 4.96268 -0.47294 -5.72935
O 5.34828 0.47188 -6.60035
C 5.51697 0.21078 -8.00523
C 4.22641 0.30579 -8.78394
C 4.46937 -1.80974 -6.23129
H 6.01322 -0.74995 -8.14943
H 6.21588 0.98008 -8.32911
H 3.50620 -0.44667 -8.45894
H 4.40181 0.16509 -9.84825
H 3.77052 1.28564 -8.63995
H 3.38332 -1.75910 -6.31081
H 4.72494 -2.55955 -5.48750
H 4.87371 -2.10900 -7.19348
O -12.50112 4.15880 10.10293
C -11.64038 4.31392 9.28184
O -10.35481 4.15566 9.66090
C -9.26527 4.17274 8.72990
C -8.78988 5.57624 8.42381
C -11.95742 4.74100 7.86586
H -9.52624 3.62271 7.82503
H -8.47870 3.60817 9.22688
H -9.56656 6.17076 7.94148
H -7.92589 5.54538 7.76401
H -8.50753 6.08391 9.34619
H -12.05987 5.82610 7.85557
H -12.91445 4.30358 7.59538
H -11.21512 4.45416 7.12711
O 3.38747 0.50162 -11.77522
C 4.06265 0.32064 -12.75195
O 5.24199 -0.31857 -12.59418
C 6.06347 -0.71604 -13.70047
C 6.96513 0.40168 -14.17800
C 3.66513 0.84436 -14.11058
H 5.44833 -1.11973 -14.50513
H 6.65600 -1.54044 -13.30789
H 6.39243 1.24598 -14.56156
H 7.61729 0.04154 -14.97387
H 7.58441 0.76044 -13.35628
H 3.97945 1.88607 -14.17545
H 2.58119 0.80925 -14.17507
H 4.08806 0.29897 -14.94881
```

Löwdin atomic charge list, values in e, 6 entries: N -0.34; P 0.58; Si 0.32; C -0.20; C -0.40; C 0.01